Formula: C10H21EuF5IOP2
Source: OMol25
Level of theory: wB97M-V/def2-TZVPD

Structure (XYZ):
```
41
Properties=species:S:1:pos:R:3:forces:R:3:nbo_charge:R:1
C -1.20376 -1.38654 -4.37614 -0.72 0.37 0.34 -0.53
I -1.51279 -0.29984 -2.37741 -0.36 -0.57 -1.90 0.08
H -1.15125 -2.45263 -4.14176 -0.20 0.38 0.03 0.25
H -0.30128 -1.00572 -4.84609 -0.08 0.19 0.27 0.25
H -2.14053 -1.03890 -4.86181 0.78 -0.48 0.28 0.26
Eu 0.01203 -0.45224 0.14146 0.79 1.37 2.19 1.52
P 2.74617 -0.88303 -0.65420 2.00 -0.84 -0.55 0.72
C 3.76305 0.36041 -1.51894 -0.38 0.55 -0.04 -0.92
C 3.93313 -1.44808 0.62394 -0.47 0.16 0.59 -0.91
H 4.89891 -1.67135 0.15418 -0.27 0.09 0.02 0.26
H 4.02619 -2.44564 -2.03245 -0.58 0.06 0.13 0.27
H 3.54795 -2.35559 1.10496 0.17 0.16 -0.04 0.25
H 2.56940 -3.23050 -1.29892 0.26 0.30 -0.36 0.25
H 3.87369 1.25363 -0.88574 0.06 -0.25 -0.24 0.27
H 4.06028 -0.67472 1.38904 0.05 -0.16 -0.10 0.27
C 2.95114 -2.32138 -1.80058 -0.65 -0.02 -0.07 -0.92
H 4.75052 -0.08591 -1.72047 -0.40 0.19 0.07 0.27
H 2.38167 -2.15381 -2.73281 0.34 -0.19 0.33 0.24
H 3.28197 0.65093 -2.46489 0.25 -0.04 0.24 0.25
P -2.82174 0.09724 0.99842 -1.43 0.72 0.72 0.75
C -3.69246 1.71120 0.75034 0.56 0.28 -0.26 -0.91
C -4.05697 -1.03122 0.30598 0.21 -0.47 -0.40 -0.94
H -2.92927 -1.21032 3.02846 -0.11 0.19 0.11 0.25
H -4.23998 0.00742 2.97214 0.25 -0.03 -0.13 0.26
H -2.56267 0.49650 3.39322 -0.20 -0.15 -0.07 0.27
C -3.17567 -0.17171 2.77674 0.73 -0.14 0.16 -0.92
H -3.78966 -2.05433 0.58270 -0.15 -0.02 -0.06 0.25
H -5.04242 -0.79757 0.71586 0.12 0.00 -0.04 0.27
H -4.70459 1.63124 1.19444 0.58 -0.02 -0.25 0.26
H -3.77532 1.92877 -0.32964 -0.04 -0.01 0.48 0.25
H -4.08173 -0.96575 -0.78334 -0.16 -0.03 0.10 0.24
H -3.13416 2.53143 1.24123 -0.32 -0.40 -0.24 0.27
C 0.44310 1.84624 -0.90921 1.30 4.14 -1.21 0.45
O 0.71822 2.89716 -1.29803 -1.07 -3.95 1.41 -0.36
F 2.51437 1.60835 1.74861 -0.22 0.00 0.17 -0.35
C 1.19800 1.33583 2.01129 -0.70 -1.08 -1.92 0.25
F 1.17090 0.32718 2.94943 0.00 -0.32 0.26 -0.36
C 0.54603 2.56615 2.59865 -0.30 1.06 1.40 0.89
F 1.06650 2.97558 3.78483 -0.52 -0.68 -1.06 -0.29
F 0.66567 3.59845 1.75186 -0.34 -0.53 0.05 -0.31
F -0.80264 2.31308 2.81467 1.25 0.17 -0.42 -0.35
```
Forces are in eV/Å.

Output
Multiplicity ... 7
Total energy ... -72335.252 eV
Total charge ... +2
Molar mass ... 593.1 g mol⁻¹
Highest occupied orbital energy (spin up / spin down) ... -14.87 / -14.98 eV
Gap between HOMO and LUMO (spin up / spin down) ... 4.72 / 6.77 eV